The following is a DFT calculation (ωB97M-V/def2-TZVPD) of a structure of composition C27H38AsMoN3S4.

Results
**2S+1**: 3
**Net charge**: +2
**HOMO energy (spin up / spin down)**: -13.09 / -13.09 eV
**HOMO-LUMO gap (spin up / spin down)**: 6.521 / 6.039 eV

Each line ends with the Mulliken charge.
Cartesian coordinates (Å):
Mo -0.92460 1.70312 -0.66937  0.21
As 1.34693 -2.11846 0.76216  0.33
S -1.66285 -0.69322 -0.69832  0.59
S -1.52877 1.15326 1.65721  -0.52
S -2.10689 1.56319 -2.85654  -0.31
S 1.00984 2.66717 0.67298  -0.21
N -0.44026 3.70319 -1.67841  -0.28
N 0.74818 0.62744 -1.49999  1.14
N -2.71823 3.01768 -0.21051  -0.30
C -0.77217 -1.17207 -2.21825  -1.59
C -0.05697 1.09815 2.60610  1.06
C 2.21468 1.17595 4.22462  -0.70
C 2.22019 1.82799 3.00325  -0.75
C 0.50022 -0.38903 -2.35623  0.53
C 3.12172 -1.65994 1.51224  -0.20
C 2.39846 2.00333 -0.31416  -0.76
C 0.47872 -2.86097 2.37225  -0.66
C 1.99029 1.15550 -1.48572  0.13
C 1.77226 -3.85284 -0.09529  -0.89
C -5.66487 -0.76275 -1.23046  -0.71
C 2.61396 -0.08907 -3.42780  -0.70
C 2.92606 0.84851 -2.45386  -0.90
C -0.99531 -3.18713 2.14392  -1.19
C -0.06269 0.47349 3.85118  -0.78
C 2.82246 -3.78922 -1.19783  -1.08
C 1.09435 1.75581 2.19448  0.25
C 1.40516 -0.75726 -3.33564  -0.85
C -4.38516 -1.04356 -0.77311  -0.78
C 3.68555 -2.65171 2.52561  -1.43
C -2.34884 4.44534 -0.36117  -0.57
C -3.48750 0.63873 -2.27414  0.06
C -1.62897 4.60217 -1.68360  -0.75
C 1.07141 0.50765 4.64696  -0.52
C -4.77172 0.88675 -2.74869  -0.56
C -3.30721 -0.35082 -1.30357  0.53
C -5.85194 0.18788 -2.22378  -0.62
H 3.01008 2.84840 -0.62599  0.68
H 3.31544 -0.32314 -4.21719  0.49
H 0.32168 4.19541 -1.22036  0.39
H 3.89901 1.32121 -2.43719  0.58
H 3.08536 -2.67434 3.43451  0.29
H 3.09270 2.38918 2.68928  0.51
H 3.80685 -1.55816 0.66544  0.51
H -3.22124 5.09827 -0.32920  0.47
H -3.48147 2.80185 -0.85128  0.19
H 4.70276 -2.37292 2.80432  0.43
H 3.09191 1.20750 4.85591  0.45
H -4.22145 -1.79347 -0.00922  0.53
H -1.56512 -2.28250 1.92391  0.11
H 1.15069 -1.55749 -4.01724  0.63
H 2.52578 -3.11126 -2.00179  0.11
H -0.96652 -0.01506 4.19238  0.51
H -0.14855 3.54558 -2.64122  0.28
H -1.42360 -3.64936 3.03348  0.45
H 2.98585 1.38908 0.37112  0.35
H 1.05827 0.01630 5.61072  0.45
H -1.68945 4.71497 0.46660  0.32
H -6.84913 0.39655 -2.58793  0.43
H 3.72423 -3.66052 2.11289  0.30
H 2.96273 -4.77823 -1.63441  0.43
H -2.28215 4.29487 -2.49665  0.33
H 1.02545 -3.75946 2.66181  0.58
H -1.42591 -1.02992 -3.07584  0.73
H 3.78905 -3.45961 -0.81422  0.26
H 0.83449 -4.24418 -0.49685  0.46
H 2.09141 -4.53717 0.69265  0.56
H -3.08603 2.87546 0.72774  0.41
H 3.01945 -0.67307 1.97011  -0.05
H -6.51108 -1.29301 -0.81619  0.44
H -1.12136 -3.88454 1.31297  0.30
H -1.33864 5.63908 -1.85127  0.45
H -0.53315 -2.23412 -2.13605  0.67
H -4.91552 1.62955 -3.52288  0.49
H 0.58169 -2.13593 3.18060  0.23

=====

The following is a DFT calculation (ωB97M-V/def2-TZVPD) of a structure of composition C27H38Cl2IrN3O6.

Results
**2S+1**: 5
**HOMO energy (spin up / spin down)**: -2.87 / -6.88 eV
**HOMO-LUMO gap (spin up / spin down)**: 2.922 / 4.392 eV
**ΔE to the lowest compared entry with this formula, charge and spin**: 82.8 kcal per mole

Each line ends with the Mulliken charge.
Cartesian coordinates (Å):
Ir -1.13019 -0.95565 0.35329  2.18
Cl -3.33662 -1.31695 1.19588  -0.42
Cl -0.29981 6.72612 4.21830  -0.21
O -0.72580 -1.52304 2.36841  -1.24
O -0.77134 0.98322 0.82727  -0.74
O 0.92876 0.45714 2.25217  -0.68
O 1.80378 -1.24599 0.03511  -0.71
O -0.87115 -2.99815 0.20555  -0.85
O 2.18070 -0.62787 -3.42573  -0.61
N -0.88683 -0.97078 4.56479  0.33
N 0.16452 -4.86102 -0.57583  0.28
N 3.33712 0.39074 -0.52942  0.39
C -2.41749 -0.86221 -1.03083  0.58
C -4.26640 0.59389 -1.99096  -1.44
C 0.53360 3.47563 -3.74391  -0.66
C 0.06752 -3.55051 -0.47661  0.78
C -2.52590 -2.07447 -1.91259  -1.07
C -0.71446 -5.78324 0.12161  -0.93
C 0.76991 2.17869 -3.29644  -0.07
C 0.04562 1.32549 -5.46028  -0.62
C -2.92000 0.35937 -1.41094  -0.11
C 1.23504 -5.43044 -1.38306  -0.91
C 0.83651 2.96121 3.47524  -0.28
C 0.05282 2.62967 2.35789  0.14
C 3.61463 0.92684 0.79648  -0.91
C 0.74268 4.22491 4.04976  -0.76
C 0.00241 -2.06805 4.94227  -0.89
C 1.12625 -0.22723 -3.91157  -0.76
C 4.01754 1.02298 -1.64609  -0.96
C -0.84488 4.87284 2.32995  -0.73
C 2.66897 -0.77985 -0.71318  -0.25
C -1.54459 -0.21032 5.62979  -0.84
C -0.75588 3.59855 1.76883  -0.17
C 0.25134 3.69989 -5.11402  -0.53
C 0.10671 1.24864 1.77649  0.62
C -0.12742 5.17830 3.49685  0.32
C -0.10479 2.62309 -5.95991  -0.39
C -1.28513 -0.87936 3.30562  -0.28
C 0.68266 1.13436 -4.22603  0.72
H -2.52707 -0.64166 5.85460  0.31
H 0.28998 -0.95670 -4.00603  0.07
H -1.54644 -2.35350 -2.29189  0.03
H 3.47859 2.01738 0.76396  0.34
H -4.12689 0.81516 -3.05572  0.37
H 1.09355 1.90436 -2.27557  0.40
H -1.66157 0.80731 5.24692  0.34
H -1.31266 3.34114 0.86903  0.40
H -4.65778 1.52902 -1.52712  0.39
H -0.56963 -3.00440 5.08567  0.30
H 0.26007 4.71388 -5.52113  0.34
H 0.79079 -6.08539 -2.14244  0.34
H 5.06903 1.21352 -1.38320  0.35
H 1.51988 2.21942 3.88728  0.49
H -1.60538 -5.29797 0.52911  0.26
H 3.55548 1.99684 -1.86740  0.28
H -2.96073 -2.88339 -1.32746  0.27
H 2.96216 0.49173 1.55983  0.17
H 0.82461 -2.96508 -0.99649  -0.11
H 2.96468 -1.27798 -1.65732  0.62
H -5.04026 -0.20261 -1.91224  0.35
H -2.13256 -0.19085 3.15309  0.57
H 1.76386 -4.58816 -1.85298  0.27
H 0.45258 -1.80142 5.90678  0.34
H 0.62566 4.31471 -3.06274  0.40
H 1.91665 -5.99855 -0.73722  0.33
H -2.31514 1.20512 -1.05478  0.48
H -3.20573 -1.78436 -2.72772  0.56
H -1.47260 5.62723 1.86566  0.42
H 4.68077 0.75276 1.02617  0.33
H 0.77796 -2.21370 4.17260  0.24
H -0.90551 -0.24271 6.51568  0.26
H -0.16785 -6.27789 0.93030  0.32
H 3.93438 0.38748 -2.53650  0.36
H 1.33297 4.50310 4.91539  0.42
H -0.46029 2.80078 -6.98989  0.34
H -0.25900 0.43685 -6.03318  0.39
H -1.00695 -6.55795 -0.58720  0.34

=====

The following is a DFT calculation (ωB97M-V/def2-TZVPD) of a cluster of 3 separate species, C27H38F8N5O5P2 in total.

Results
**Net charge**: +1
**HOMO energy**: -10.00 eV
**HOMO-LUMO gap**: 5.707 eV

Each line ends with the Mulliken charge.
Cartesian coordinates (Å):
P -1.19610 -1.67259 -3.69781  0.93
P -1.24240 -4.18625 0.74618  0.26
F 4.13371 1.63250 1.62236  -0.30
F 2.83586 0.82481 -2.27976  -0.28
F 5.05086 4.56610 -0.09146  -0.28
F 3.03998 3.20387 -1.32595  -0.31
F 3.16579 3.60155 1.45906  -0.31
F 4.86290 1.09095 -1.44984  -0.30
F 5.93410 3.50719 1.62922  -0.27
F 1.78988 1.99882 0.02371  -0.24
O -0.30343 -0.41510 -4.09648  -0.49
O 2.04551 -0.69571 -0.21650  0.00
O -1.45697 -3.84582 2.35560  -0.50
O -2.61603 -1.63750 -4.00344  -0.58
O -0.41462 -2.92076 -4.27866  -0.52
N -0.01850 -5.34993 0.71089  -0.58
N -1.71288 -1.25363 -1.01601  0.40
N 8.67396 2.99905 -0.48891  -0.02
N -5.34351 2.35401 0.08366  0.27
N -5.22634 -2.13716 3.15344  0.10
C -5.56869 -4.17189 3.94691  -0.59
C -6.49260 -2.14079 3.67533  -0.46
C 1.04443 -2.45864 1.07356  -1.15
C -0.96778 -1.84170 -1.87782  0.74
C -4.63734 3.01990 1.05013  -0.29
C 9.22497 4.02715 -1.20526  -0.47
C 3.55560 0.91303 -1.11835  0.84
C -4.65283 -3.37577 3.31386  -0.35
C -2.75110 0.82155 -2.14254  -0.57
C 5.26996 3.35029 0.44690  0.25
C -4.87571 1.83020 -1.19375  -0.66
C -6.73450 -3.39083 4.17390  -0.49
C 1.57421 -1.02971 1.08230  -1.33
C -3.38109 2.03984 -1.45345  -0.97
C -6.76821 2.80802 1.72316  -0.64
C 3.05972 2.20550 -0.41099  0.73
C -2.90095 -0.40191 -1.22065  -1.31
C -5.49819 3.30991 2.07725  -0.63
C -0.26330 -2.66440 0.27261  2.13
C 9.73278 3.50269 -2.36261  -0.44
C -6.64027 2.22906 0.48884  -0.52
C -1.31925 -1.53490 0.37914  -1.80
C 0.03545 -2.72642 -1.24112  -1.62
C 8.82787 1.82193 -1.17401  -0.47
C 9.48028 2.10348 -2.34369  -0.47
C 3.40961 -0.41587 -0.38174  -1.19
C 3.91255 2.69296 0.79227  0.57
H -7.39012 1.75146 -0.12112  0.41
H 0.78500 -0.31172 1.31457  0.28
H 9.75390 1.38736 -3.09995  0.42
H -5.45084 2.30513 -1.99272  0.44
H 8.46885 0.89055 -0.76999  0.42
H -4.79183 -1.33875 2.73178  0.17
H 8.23996 3.09303 0.41137  0.26
H -7.10534 -1.25615 3.65227  0.42
H -3.70289 -1.06763 -1.54139  0.22
H -3.59660 3.27924 0.98001  0.38
H -5.14066 0.77043 -1.22160  0.46
H -3.26595 0.62088 -3.08192  0.40
H 5.89407 2.74438 -0.20986  0.18
H 3.88282 -1.16082 -1.03195  0.36
H 2.33815 -0.89898 1.85213  0.72
H -0.95373 -3.10268 2.70350  0.38
H 9.20937 5.03639 -0.83207  0.40
H -3.65065 -3.58916 2.97668  0.41
H -1.00797 -0.59135 0.82718  0.30
H 10.23379 4.05803 -3.13703  0.41
H -2.21858 -1.84604 0.91827  0.54
H 0.52358 -2.76797 -4.45166  0.37
H 3.96095 -0.39275 0.55700  0.44
H -3.15712 -0.04536 -0.22031  0.69
H -2.83864 2.21968 -0.52409  0.32
H 0.68721 -5.26851 1.43667  0.22
H -7.66655 2.87673 2.31526  0.45
H -1.70102 1.02691 -2.35607  0.39
H -7.64407 -3.71102 4.65280  0.40
H 1.79739 -3.07547 0.57377  0.40
H 0.23823 -0.03316 -3.39276  0.38
H -5.42118 -5.20334 4.21968  0.40
H -0.12615 -3.74307 -1.63302  0.53
H -5.24090 3.83098 2.98608  0.46
H -0.42946 -6.27408 0.78917  0.31
H -3.23477 2.93354 -2.06278  0.48
H 1.06245 -2.48898 -1.52307  0.27
H 0.98194 -2.84480 2.09567  0.66